1.
The following is a quantum chemistry calculation of a 12-piece molecular cluster, C52H55Br10N7O14 overall, from the OMol25 dataset.

charge: 0
HOMO energy: -9.78 eV
2S+1: 1
SMILES: O=[N+]([O-])c1ccccc1.O=[N+]([O-])c1ccccc1.O=[N+]([O-])c1ccccc1.O=[N+]([O-])c1ccccc1.O=[N+]([O-])c1ccccc1.O=[N+]([O-])c1ccccc1.O=[N+]([O-])c1ccccc1.BrCCBr.BrCCBr.BrCCBr.BrCCBr.BrCCBr
Kohn-Sham gap: 8.92 eV

Cartesian coordinates (Å):
Br -2.14772 0.48728 -4.34679
C -3.10671 -0.99170 -5.21694
C -4.30459 -0.39300 -5.82420
Br -5.39177 -1.68550 -6.76845
H -3.41694 -1.70474 -4.40755
H -2.40881 -1.54697 -5.84173
H -3.97064 0.33616 -6.51245
H -5.00558 0.03272 -5.12368
Br -3.20799 -7.24003 0.87958
C -3.77334 -5.53298 0.19773
C -3.69333 -5.59448 -1.26860
Br -4.49290 -3.97651 -1.92483
H -3.12057 -4.75036 0.66279
H -4.79822 -5.36956 0.54341
H -4.29735 -6.39015 -1.74186
H -2.68838 -5.69372 -1.72427
Br -2.76127 -5.20577 4.51817
C -1.47228 -3.76304 4.35083
C -0.59182 -3.90824 5.54910
Br 0.65143 -2.40734 5.50121
H -1.96730 -2.85161 4.28213
H -0.90249 -3.92461 3.45349
H -0.11687 -4.86585 5.79996
H -1.15463 -3.60902 6.41169
Br 2.38391 4.32811 4.00479
C 0.54392 4.25044 4.41446
C 0.00824 2.81128 4.21789
Br 0.55831 1.62714 5.60448
H -0.07479 4.78464 3.71974
H 0.34415 4.57695 5.40589
H 0.19078 2.40897 3.25571
H -1.09733 2.89643 4.19446
Br -1.16915 6.18991 -3.05791
C -1.08698 4.80284 -1.66136
C -1.49294 5.30943 -0.29555
Br -1.39348 3.82653 1.00787
H -0.06631 4.41796 -1.76946
H -1.77267 4.01223 -1.93636
H -2.52664 5.67625 -0.25030
H -0.93203 6.22587 -0.00051
C 1.46146 -2.72449 -6.15441
C 1.73954 -3.99026 -6.63530
C 0.99256 -5.08185 -6.18178
C -0.08488 -4.81833 -5.40034
C -0.42331 -3.56516 -4.98467
C 0.40853 -2.49742 -5.27061
N -1.00915 -5.94328 -5.06627
O -0.67009 -7.08516 -5.41815
O -2.01229 -5.66343 -4.48706
H 2.03011 -1.83921 -6.51533
H 2.57411 -4.19217 -7.28330
H 1.31940 -6.11564 -6.39774
H -1.31625 -3.31069 -4.43037
H 0.19077 -1.52535 -4.80499
C 0.39449 0.60384 1.15124
C 0.38515 0.24706 -0.17286
C 0.14304 -1.02725 -0.57201
C -0.19370 -1.92659 0.43631
C -0.20111 -1.60865 1.76594
C 0.11710 -0.32694 2.16872
N -0.54035 -3.34398 0.08536
O -0.98373 -4.00258 1.00721
O -0.48610 -3.72925 -1.06140
H 0.38440 1.65504 1.39256
H 0.60333 0.94438 -0.98076
H 0.05777 -1.22227 -1.66632
H -0.45533 -2.37208 2.47480
H 0.09671 -0.07714 3.22682
C -4.79939 -0.90129 -0.02738
C -5.78895 -0.72004 -1.04455
C -5.71998 0.33757 -1.89996
C -4.69735 1.28335 -1.65584
C -3.72512 1.14851 -0.69191
C -3.71609 0.01315 0.09340
N -4.60184 2.48318 -2.50241
O -3.82171 3.35003 -2.12293
O -5.22641 2.53721 -3.55077
H -4.83880 -1.78207 0.59852
H -6.46159 -1.54036 -1.30541
H -6.46313 0.40408 -2.69663
H -2.93432 1.88425 -0.56153
H -2.96025 -0.15384 0.84446
C 3.89025 4.76900 0.97947
C 3.08398 3.71015 0.60789
C 3.64030 2.47792 0.24784
C 5.01962 2.40405 0.27789
C 5.86617 3.41969 0.67449
C 5.26686 4.58053 1.09556
N 5.66619 1.18424 -0.26040
O 6.85514 1.17399 -0.28019
O 4.95507 0.25721 -0.59877
H 3.51561 5.70179 1.30064
H 1.98811 3.86625 0.58215
H 3.14575 1.56847 -0.10330
H 6.93604 3.36240 0.66995
H 5.86613 5.38818 1.44083
C 3.82163 -1.76386 1.92997
C 3.63229 -0.66689 2.77939
C 4.68629 0.14816 3.13702
C 5.92910 -0.27396 2.72855
C 6.15958 -1.39789 1.95193
C 5.11058 -2.12695 1.51277
N 7.12873 0.55404 3.15004
O 8.20237 0.02729 3.10732
O 6.90588 1.71763 3.35942
H 2.97932 -2.34119 1.59060
H 2.63136 -0.47475 3.14301
H 4.40159 0.98988 3.82176
H 7.17322 -1.63205 1.64593
H 5.31979 -3.02758 0.91021
C -5.36571 1.69746 7.34763
C -6.17413 0.95506 6.44411
C -5.56946 0.39636 5.35290
C -4.23014 0.71461 5.08657
C -3.48872 1.56460 5.89233
C -4.01962 1.95530 7.09374
N -3.57545 0.06635 3.91257
O -3.96623 -1.02013 3.58095
O -2.69045 0.75839 3.40055
H -5.88760 2.10527 8.24448
H -7.25683 0.83769 6.59163
H -6.09026 -0.23127 4.67323
H -2.47318 1.92131 5.63787
H -3.40593 2.56272 7.74751
C 6.05629 2.90276 -4.44719
C 5.97981 1.63027 -3.91387
C 4.77046 1.03346 -3.52289
C 3.64318 1.84712 -3.63921
C 3.66387 3.17032 -4.08840
C 4.91498 3.71315 -4.46726
N 2.35334 1.32586 -3.29550
O 2.20554 0.15039 -3.32356
O 1.45975 2.07753 -3.00678
H 7.01248 3.25766 -4.80148
H 6.80881 0.97086 -3.89230
H 4.71615 0.01397 -3.26496
H 2.80581 3.84046 -4.09148
H 4.98212 4.78583 -4.65806

Cartesian forces (eV/Å) of the 3 atoms listed first:
0.15 -0.32 -0.03
0.08 -1.50 2.23
-0.61 -0.11 -0.43


2.
The following is a quantum chemistry calculation of C52H55N10NiO as an isolated structure, from the OMol25 dataset.

charge: +1
HOMO energy (spin up / spin down): -10.34 / -10.25 eV
⟨S²⟩: 2.0047
2S+1: 3
Kohn-Sham gap (spin up / spin down): 8.07 / 7.23 eV

Cartesian coordinates (Å):
Ni -1.08548 0.40099 3.28753
C -0.69125 -1.47680 -0.51766
C -0.39390 -0.06889 -0.06040
O -0.85739 0.17609 1.22107
H -0.09631 -2.22998 -0.00341
H -0.50515 -1.53906 -1.59252
H -1.74855 -1.65566 -0.30991
H -0.82947 0.65999 -0.76494
H 0.69991 0.07539 -0.15052
N 2.70502 0.93389 -4.46304
C 3.70374 0.19813 -4.94743
C 3.77379 -1.19629 -4.81055
C 2.80590 -1.84820 -4.05643
C 1.76083 -1.07473 -3.56755
C 1.74663 0.27629 -3.80032
H 4.40065 0.71687 -5.59326
H 4.51179 -1.80026 -5.32068
H 2.83447 -2.88924 -3.76924
H 0.89701 -1.53155 -3.09731
H 0.85982 0.86036 -3.57410
N -2.79976 1.69066 2.93962
C -3.91018 1.62776 3.69154
C -5.02246 2.44676 3.55304
C -4.99535 3.41171 2.55365
C -3.88498 3.45053 1.72386
C -2.80122 2.62236 1.96354
H -3.94871 0.94677 4.53418
H -5.88188 2.25685 4.17849
H -5.84404 4.06437 2.40272
H -3.89864 4.10348 0.86195
H -1.88705 2.65353 1.38580
N 0.61367 -0.82876 3.56573
C 0.78816 -2.02014 2.96082
C 1.91565 -2.81450 2.99308
C 3.01959 -2.38489 3.71560
C 2.87903 -1.16275 4.39358
C 1.69264 -0.46474 4.30007
H -0.05380 -2.31121 2.34101
H 1.90930 -3.75974 2.46772
H 3.90554 -3.00370 3.71497
H 3.74639 -0.76863 4.90371
H 1.49950 0.31723 5.02790
N -1.78928 -3.09987 -5.01445
C -1.73742 -1.98493 -4.26007
C -2.71037 -1.66599 -3.33877
C -3.82576 -2.48786 -3.13937
C -3.87251 -3.60267 -3.94812
C -2.89017 -3.84645 -4.90381
H -0.85975 -1.37272 -4.42332
H -2.64792 -0.76515 -2.73987
H -4.49418 -2.25286 -2.32456
H -4.67419 -4.32602 -3.85029
H -2.92370 -4.76929 -5.46763
N 0.10144 2.22406 3.14377
C 1.24969 2.34591 2.41964
C 1.94461 3.53943 2.29381
C 1.40469 4.68075 2.87104
C 0.33043 4.57190 3.73455
C -0.27559 3.34094 3.79015
H 1.60808 1.41902 1.99818
H 2.87174 3.58472 1.74013
H 1.89480 5.64113 2.77052
H -0.04425 5.39421 4.32427
H -1.19401 3.21111 4.35358
N 3.76855 4.43640 -1.24619
C 2.64168 5.13961 -1.12434
C 1.37184 4.59766 -1.06465
C 1.26255 3.22235 -1.08700
C 2.41456 2.45628 -1.17983
C 3.65113 3.09584 -1.25492
H 2.77409 6.21599 -1.11744
H 0.45857 5.17791 -1.05148
H 0.26472 2.80518 -1.04721
H 2.39682 1.38246 -1.05245
H 4.53222 2.46879 -1.29401
N 3.92585 -2.66051 -0.07207
C 3.11055 -1.59925 0.14122
C 3.63016 -0.39356 0.58701
C 5.00838 -0.24986 0.75430
C 5.82475 -1.29632 0.39015
C 5.22913 -2.50509 0.03756
H 2.04009 -1.75776 0.13213
H 2.91763 0.37986 0.83615
H 5.38277 0.69421 1.12809
H 6.89116 -1.19297 0.54019
H 5.81761 -3.37907 -0.21798
N -2.29589 -1.39297 3.28915
C -2.27998 -2.30478 4.26958
C -2.78502 -3.58512 4.12926
C -3.47109 -3.89357 2.96828
C -3.62422 -2.90677 2.01581
C -3.03789 -1.66354 2.20074
H -1.76107 -2.12199 5.20332
H -2.60741 -4.35267 4.86880
H -3.94095 -4.86458 2.87729
H -4.27381 -3.08026 1.16810
H -3.17418 -0.94263 1.40939
N -2.57459 5.90657 -3.41957
C -1.51653 5.30112 -3.94766
C -1.17384 3.97850 -3.69932
C -1.84357 3.30733 -2.70820
C -2.96648 3.90496 -2.12290
C -3.32695 5.16364 -2.56363
H -0.99799 5.81239 -4.75128
H -0.39976 3.50502 -4.28958
H -1.50811 2.32266 -2.40589
H -3.57602 3.27239 -1.49050
H -4.23963 5.66076 -2.26448
N 0.54808 -4.59968 0.97758
C 1.52498 -4.40931 0.08351
C 1.35506 -4.47212 -1.29772
C 0.07518 -4.69459 -1.77359
C -0.94374 -4.78444 -0.85733
C -0.69387 -4.79717 0.50569
H 2.57640 -4.31847 0.34163
H 2.18489 -4.37577 -1.98206
H -0.16797 -4.63537 -2.82826
H -1.96067 -4.85886 -1.22731
H -1.43800 -4.95849 1.27265

Cartesian forces (eV/Å) of the 3 atoms listed first:
0.57 -0.24 -2.78
-0.30 0.34 -0.31
0.52 0.18 1.01


3.
The following is a quantum chemistry calculation of C52H56BrCrF4N5O2PS2 as an isolated structure, from the OMol25 dataset.

charge: +1
HOMO energy (spin up / spin down): -8.46 / -9.28 eV
⟨S²⟩: 6.0536
2S+1: 5
Kohn-Sham gap (spin up / spin down): 5.32 / 6.06 eV

Cartesian coordinates (Å):
Cr 0.28497 0.92546 -0.59391
C -0.61654 -6.78908 -1.67440
C -1.75744 -5.81363 -1.34714
C -2.18431 -6.02706 0.10712
C -2.97076 -6.11600 -2.24191
C -1.26899 -4.40206 -1.62147
C -1.04044 -3.47070 -0.63316
C -0.56950 -2.18581 -0.95787
N -0.28123 -1.19014 -0.11391
C -0.37099 -1.27218 1.25309
C 0.04629 -2.32088 2.06474
C -0.05482 -2.20425 3.44788
C -0.76759 -1.12231 3.95269
C -1.21189 -0.05029 3.18597
C -0.82508 -0.04399 1.83440
O -0.79234 1.00151 1.03905
C -2.03675 1.03221 3.87199
C -3.16857 0.35771 4.66630
C -2.68195 1.99009 2.86962
C -1.14155 1.84027 4.81668
C 0.66139 -3.19389 4.35186
C 0.20456 -4.62454 4.04258
C 0.41327 -2.92410 5.83842
C 2.16915 -3.03596 4.08695
C -0.47136 -1.78510 -2.35399
O -0.26173 -0.56560 -2.59731
C -0.65481 -2.78386 -3.36456
C -1.01994 -4.04221 -2.96788
C -0.50509 -2.37651 -4.82302
C -0.66806 -3.55732 -5.78296
C 0.88582 -1.76260 -5.04146
C -1.58913 -1.33264 -5.13387
H -0.95325 -7.81311 -1.53799
H 0.23324 -6.61483 -1.01731
H -0.28378 -6.67461 -2.70224
H -2.58192 -7.03277 0.21948
H -2.96535 -5.32576 0.39166
H -1.34789 -5.92847 0.79421
H -3.41590 -7.06259 -1.94709
H -2.69470 -6.19598 -3.28881
H -3.72240 -5.33579 -2.14009
H -1.23521 -3.69762 0.40072
H 0.52396 -3.17443 1.60930
H -0.95634 -1.07806 5.00914
H -3.73716 -0.30431 4.01626
H -3.84198 1.10736 5.07382
H -2.78282 -0.22420 5.49654
H -3.33088 1.43469 2.19675
H -1.92695 2.52694 2.30344
H -3.29094 2.72186 3.39376
H -0.69519 1.20529 5.57869
H -1.73173 2.60852 5.31061
H -0.34663 2.32592 4.25332
H -0.87251 -4.70705 4.17077
H 0.68262 -5.32710 4.72066
H 0.45354 -4.91844 3.02692
H -0.63766 -3.04151 6.09023
H 0.74058 -1.92616 6.11800
H 0.97969 -3.63415 6.43567
H 2.42265 -3.25117 3.05181
H 2.73499 -3.70852 4.72692
H 2.48163 -2.01517 4.30251
H -1.16173 -4.80110 -3.71669
H 0.06047 -4.33574 -5.56774
H -0.50570 -3.22057 -6.80413
H -1.67075 -3.97571 -5.72808
H 1.66231 -2.48200 -4.78585
H 1.00324 -0.88019 -4.42069
H 1.01035 -1.47028 -6.08222
H -2.57427 -1.77534 -5.00295
H -1.49763 -0.98069 -6.15917
H -1.49648 -0.48244 -4.46363
F 6.34673 2.67660 2.91577
C 5.19652 2.76749 2.25858
C 4.67472 4.02741 1.92292
F 5.34359 5.12805 2.25731
C 3.45833 4.11351 1.26444
F 2.95546 5.31973 0.98705
C 2.72074 2.97736 0.90746
P 1.14924 3.12996 -0.02089
C 0.08966 4.08781 1.10884
C 0.38955 4.31002 2.44884
C -0.48955 5.02916 3.24277
C -1.67143 5.52269 2.71600
C -1.99051 5.27483 1.39020
C -1.12118 4.55424 0.59368
C 1.64824 4.37109 -1.27820
C 1.00639 5.58617 -1.48999
C 1.40779 6.41613 -2.52249
C 2.43418 6.03689 -3.36879
C 3.10641 4.84699 -3.13760
C 2.72470 4.02414 -2.09506
C 3.26838 1.73158 1.24929
Br 2.30556 0.12479 0.89593
C 4.48082 1.62521 1.91696
F 4.94689 0.41963 2.23789
H 1.29630 3.90980 2.88268
H -0.25316 5.19739 4.28312
H -2.34579 6.09531 3.33425
H -2.91531 5.64862 0.98022
H -1.37458 4.36216 -0.44155
H 0.21451 5.91617 -0.83606
H 0.91571 7.36422 -2.66545
H 2.72103 6.67149 -4.19249
H 3.92540 4.56207 -3.77794
H 3.27254 3.10963 -1.89861
N -2.94912 1.84131 -0.40121
C -2.30700 2.17698 -1.51793
N -1.04663 1.87906 -1.73061
C -0.60454 2.31578 -2.95756
C -1.53616 2.97987 -3.68997
S -3.03829 3.06336 -2.83304
C 0.74387 1.95287 -3.32373
C 1.38330 2.20004 -4.49687
S 2.90559 1.39741 -4.54128
C 2.57027 0.75118 -2.95091
N 1.45109 1.17531 -2.42946
N 3.44176 -0.07686 -2.33179
H -2.35618 1.47314 0.34860
H -3.86174 2.20309 -0.19470
H -1.45871 3.39579 -4.67260
H 1.05891 2.78986 -5.32780
H 4.21859 -0.42527 -2.87355
H 3.06100 -0.72053 -1.65173

Cartesian forces (eV/Å) of the 3 atoms listed first:
-1.05 -1.92 0.13
-0.16 0.10 0.06
-0.04 -0.12 0.08


4.
The following is a quantum chemistry calculation of C52H57ClIMnN4O3 as an isolated structure, from the OMol25 dataset.

charge: 0
HOMO energy: -7.17 eV
2S+1: 1
Kohn-Sham gap: 4.98 eV

Cartesian coordinates (Å):
Mn -0.49936 0.59345 1.09662
C -6.22127 1.00861 -0.97255
C -5.23270 2.02432 -1.46299
C -4.05908 2.17542 -0.56252
C -3.76828 3.21697 0.29259
C -4.47777 4.54503 0.44165
C -3.72318 5.65777 -0.33886
C -2.64361 2.73736 1.04407
N -2.23027 1.50624 0.60555
C -3.06351 1.17283 -0.37404
C -3.03514 -0.01460 -1.08967
C -2.29974 -1.05742 -0.76451
C -2.42679 -2.43182 -1.18942
C -3.28956 -2.88229 -2.36464
C -2.54340 -2.56756 -3.64445
C -1.51389 -3.16793 -0.49553
C -0.84053 -2.25427 0.33027
C 0.27368 -2.64741 1.16714
C 1.18673 -1.86242 1.75896
N 1.03698 -0.44951 1.88307
C 2.05785 -0.05632 2.65917
C 2.16919 1.35598 3.15457
C 0.95917 2.20162 3.23805
N -0.10406 2.06612 2.47269
C -0.95417 3.05913 2.81242
C -2.07388 3.39359 2.12459
C -0.38401 3.91119 3.79020
C 0.83514 3.32241 4.13489
C 1.80951 3.78168 5.14385
C 2.37488 5.19358 4.98494
C -1.06777 5.07851 4.37464
C -2.37209 4.78404 5.05416
C 2.94028 -1.19799 2.96581
C 2.37096 -2.34313 2.45708
C 2.91572 -3.72996 2.44799
C 2.03291 -4.77790 3.14240
C 4.26453 -0.99388 3.59425
C 5.45796 -1.20069 2.64135
N -1.28924 -1.01636 0.20331
C -1.37648 -4.69362 -0.52844
C -0.58216 -5.17199 -1.76093
H -7.15275 1.06368 -1.56427
H -6.56691 1.25660 0.08255
H -5.83697 0.02593 -0.91356
H -5.81245 2.95181 -1.52263
H -4.93209 1.71350 -2.49259
H -4.49596 4.83069 1.50211
H -5.52459 4.51963 0.19329
H -2.69066 5.81066 -0.00335
H -4.26073 6.59842 -0.24121
H -3.71239 5.33577 -1.37105
H -3.75336 -0.17214 -1.94166
H -4.25352 -2.35800 -2.37418
H -3.52220 -3.95545 -2.28373
H -2.34999 -1.46789 -3.58332
H -3.09216 -2.71136 -4.56980
H -1.58555 -3.09964 -3.64486
H 0.58986 -3.61716 0.93191
H 2.73351 1.47726 4.07394
H -2.58701 4.27596 2.46141
H 2.60208 3.06552 5.27788
H 1.31816 3.79502 6.10529
H 2.82170 5.28148 4.01174
H 3.10492 5.41090 5.77145
H 1.55555 5.95835 5.13283
H -1.21470 5.83804 3.60895
H -0.37618 5.52327 5.09073
H -3.10747 4.47903 4.31984
H -2.71629 5.71274 5.55137
H -2.30897 3.93917 5.74617
H 3.86077 -3.69929 2.99122
H 3.12575 -3.96440 1.37403
H 1.87167 -4.56704 4.19780
H 2.49253 -5.75582 2.97093
H 1.02435 -4.77266 2.68746
H 4.40132 -1.70599 4.43009
H 4.30789 -0.00443 3.99733
H 5.33807 -2.19107 2.19003
H 6.45923 -1.24389 3.09246
H 5.54613 -0.43201 1.88898
H -2.35240 -5.18282 -0.47164
H -0.88110 -4.99007 0.40553
H -1.00645 -4.67409 -2.66198
H -0.69158 -6.23845 -1.88968
H 0.46105 -4.83678 -1.62311
I 3.59812 2.40864 1.78698
C 3.00565 -1.22870 -5.41279
C 2.61420 -2.60327 -5.00523
C 1.71750 -3.34258 -5.77774
C 1.35020 -4.60065 -5.33347
Cl 0.34724 -5.66122 -6.31101
C 1.84137 -5.13909 -4.17527
C 2.69631 -4.37076 -3.39255
C 3.05420 -3.10618 -3.77772
O 4.03480 -2.43970 -3.10935
C 3.99635 -2.47525 -1.68829
C 2.73180 -1.76166 -1.04718
O 3.03810 -1.19389 -0.02256
O 1.61331 -1.95686 -1.57834
H 4.10303 -1.20242 -5.51807
H 2.69140 -0.51078 -4.61313
H 2.60931 -0.96577 -6.38313
H 1.37340 -2.93144 -6.71147
H 1.48348 -6.16145 -3.87341
H 3.14093 -4.81846 -2.50205
H 4.88078 -1.96862 -1.32417
H 4.09601 -3.49459 -1.27130
C 0.17414 1.01594 -0.26337
C 0.28512 1.47626 -1.60605
C 0.30688 2.85012 -1.79801
C 0.28155 3.37522 -3.07359
C 0.09556 2.53091 -4.13663
C 0.07483 1.15720 -3.96727
C 0.20506 0.61630 -2.73176
H 0.38840 3.54840 -0.98728
H 0.30066 4.46215 -3.21754
H 0.11407 2.93182 -5.16364
H 0.02665 0.51062 -4.85260
H 0.28592 -0.44204 -2.56344

Cartesian forces (eV/Å) of the 3 atoms listed first:
0.23 0.17 -0.75
-2.00 0.94 1.69
-0.04 0.19 -0.92


Max |F| for the records above, in order: 2.926, 2.848, 2.559, 3.032 eV/Å